Entry 1:
Here is an isolated molecule of C4H5NO at a distorted geometry from the OMol25 dataset. Energies are from the ωB97M-V functional and the def2-TZVPD basis.

```
11
Properties=species:S:1:pos:R:3:nbo_charge:R:1
O 0.742 -1.898 1.268 -0.526
C 0.425 -0.875 0.731 0.565
C -0.814 0.027 0.949 -0.209
C -0.386 -0.200 -1.221 -0.442
N -0.124 0.946 -0.283 -0.450
C 0.902 -0.099 -0.432 -0.234
H -1.768 -0.545 0.836 0.261
H -0.852 0.659 1.823 0.197
H -0.265 0.012 -2.269 0.175
H 0.233 1.881 -0.601 0.435
H 1.906 0.092 -0.799 0.226
```

Results
E_tot	-285.19784	a.u.
multiplicity	1
max |F|	1.9	eV/Å
net charge	0
HOMO	-7.49	eV



Entry 2:
Here is an isolated molecule of C4H5NO at a distorted geometry from the OMol25 dataset. Energies are from the ωB97M-V functional and the def2-TZVPD basis.

```
11
Properties=species:S:1:pos:R:3:nbo_charge:R:1
O 2.134 -0.166 -0.296 -0.668
C 0.794 -0.101 -0.076 0.167
C 0.069 0.924 0.543 -0.317
C -1.283 0.683 0.529 -0.105
N -1.347 -0.735 -0.342 -0.569
C -0.043 -1.088 -0.498 -0.069
H 2.528 0.625 0.079 0.474
H 0.516 1.830 0.953 0.223
H -1.852 1.650 0.437 0.230
H -1.926 -1.596 -0.494 0.419
H 0.332 -2.055 -0.838 0.215
```

Results
E_tot	-285.32382	a.u.
multiplicity	1
SMILES	Oc1cc[nH]c1
max |F|	2.8	eV/Å
net charge	0
HOMO	-7.63	eV



Entry 3:
Here is an isolated molecule of C4H5NO at a distorted geometry from the OMol25 dataset. Energies are from the ωB97M-V functional and the def2-TZVPD basis.

```
11
Properties=species:S:1:pos:R:3:nbo_charge:R:1
C -0.717 -1.318 0.551 0.393
N -0.462 -0.287 1.288 -0.504
C -0.235 0.850 0.382 -0.130
C 1.111 0.586 -0.240 -0.489
C -0.114 0.250 -0.971 0.034
O -0.694 -1.206 -0.762 -0.482
H -0.808 -2.334 0.931 0.192
H -0.687 1.798 0.642 0.227
H 1.262 -0.280 0.738 0.282
H 1.796 1.340 -0.622 0.244
H -0.451 0.603 -1.938 0.234
```

Results
E_tot	-285.29296	a.u.
multiplicity	1
SMILES	C1=N[C@H]2C[C@H]2O1
max |F|	4.5	eV/Å
net charge	0
HOMO	-9.57	eV



Entry 4:
Here is an isolated molecule of C4H5NO at a distorted geometry from the OMol25 dataset. Energies are from the ωB97M-V functional and the def2-TZVPD basis.

```
11
Properties=species:S:1:pos:R:3:nbo_charge:R:1
C -1.220 -0.309 -1.931 -0.260
C -1.044 -0.216 -0.741 -0.036
C -0.739 -0.143 0.652 -0.589
C 0.700 0.053 1.115 0.673
N 1.596 0.246 0.116 -0.817
O 0.986 0.046 2.299 -0.598
H -1.477 -0.079 -2.930 0.239
H -1.278 -0.806 1.329 0.272
H -1.443 0.828 0.552 0.296
H 2.570 0.296 0.368 0.407
H 1.339 0.114 -0.850 0.412
```

Results
E_tot	-285.33777	a.u.
multiplicity	1
SMILES	C#CCC(N)=O
max |F|	3.4	eV/Å
net charge	0
HOMO	-9.90	eV



Entry 5:
Here is a structure of composition C4H5NO from the OMol25 dataset. Energies are from the ωB97M-V functional and the def2-TZVPD basis.

```
11
Properties=species:S:1:pos:R:3:nbo_charge:R:1
N -2.125 -0.405 -1.844 -0.585
C -1.675 -0.006 -0.753 0.263
C -0.713 0.100 0.119 0.152
C 0.599 0.817 0.100 -0.456
C 0.976 -0.308 1.086 -0.056
O -0.374 -0.833 1.083 -0.477
H -1.311 -0.939 -2.173 0.344
H 1.076 0.793 -0.888 0.217
H 0.624 1.830 0.494 0.228
H 1.678 -1.042 0.679 0.184
H 1.246 -0.006 2.097 0.187
```

Results
E_tot	-285.28284	a.u.
multiplicity	1
max |F|	1.0	eV/Å
net charge	0
HOMO	-8.18	eV



Entry 6:
Here is an isolated molecule of C4H5NO from the OMol25 dataset. Energies are from the ωB97M-V functional and the def2-TZVPD basis.

```
11
Properties=species:S:1:pos:R:3:nbo_charge:R:1
C 0.280 1.803 -0.773 -0.402
N -0.848 1.001 -0.311 -0.612
C -0.562 -0.206 0.160 0.259
C -0.112 -1.232 0.631 -0.224
C 0.563 -2.457 0.919 0.355
O 1.771 -2.535 1.032 -0.525
H 0.071 2.865 -0.628 0.204
H 0.511 1.608 -1.827 0.192
H 1.145 1.526 -0.168 0.224
H -1.725 1.116 -0.798 0.400
H -0.085 -3.346 1.016 0.129
```

Results
E_tot	-285.32380	a.u.
multiplicity	1
SMILES	CNC#CC=O
max |F|	0.5	eV/Å
net charge	0
HOMO	-9.00	eV



- Which value of multiplicity does entry 6 give?
  1



- Look up the multiplicity of the fifth one.
  1